Entry from the OMol25 dataset: a molecular structure, C25H34NSTi (the ωB97M-V functional and the def2-TZVPD basis).

Geometry as XYZ:
```
62
Properties=species:S:1:pos:R:3
C 1.111 2.185 -1.098
H 1.330 2.716 -0.166
H 1.948 2.194 -1.776
H 1.435 1.001 -0.864
C -0.200 2.909 -1.626
H -0.845 2.229 -2.244
H -0.748 3.163 -0.698
C 0.290 4.136 -2.376
H -0.625 4.671 -2.647
H 0.937 4.762 -1.737
H 0.887 3.876 -3.276
C -0.599 -1.942 -1.954
C -1.022 -0.828 -2.863
C 0.158 -0.193 -3.349
C 1.289 -0.823 -2.700
C 0.799 -1.903 -1.834
C 1.667 -2.925 -1.167
C 2.736 -0.607 -3.073
C 0.235 0.841 -4.413
C -2.438 -0.426 -3.122
C -1.538 -2.900 -1.303
Ti -0.189 -0.054 -1.205
H 3.396 -0.907 -2.250
H 3.064 -1.195 -3.951
H 2.929 0.448 -3.312
H 2.649 -2.521 -0.968
H 1.213 -3.197 -0.232
H 1.811 -3.830 -1.756
H -2.501 -2.434 -1.067
H -1.744 -3.787 -1.921
H -1.110 -3.228 -0.353
H -2.490 0.610 -3.483
H -2.949 -1.061 -3.870
H -3.040 -0.484 -2.200
H 1.053 1.520 -4.231
H 0.401 0.437 -5.410
H -0.675 1.410 -4.453
N -0.342 -0.742 0.728
S -1.463 -0.462 1.956
C -0.826 -1.584 3.212
C 0.532 -1.627 3.485
C 1.019 -2.584 4.399
C 0.112 -3.475 5.007
C -1.270 -3.454 4.706
C -1.721 -2.509 3.787
C -0.947 1.166 2.646
C -0.935 2.266 1.768
C -0.349 3.458 2.143
C 0.139 3.562 3.454
C 0.020 2.522 4.406
C -0.542 1.295 3.980
H 0.362 -1.433 1.053
H 1.203 -0.894 3.032
H 2.100 -2.584 4.647
H 0.478 -4.198 5.726
H -2.005 -4.142 5.169
H -2.766 -2.429 3.484
H -1.468 2.156 0.835
H -0.291 4.279 1.432
H 0.651 4.462 3.756
H 0.362 2.630 5.466
H -0.675 0.453 4.667
```

## Properties
orbital gap (spin up / spin down): 0.3069 / 0.3162 Eh
max |F|: 6.11 eV/Å
energy: -61900.69651 eV
spin multiplicity: 2
net charge: +2

***

Entry from the OMol25 dataset: 2 unconnected molecules or ions with the total composition C25H35B2BrClN2O7 (the ωB97M-V functional and the def2-TZVPD basis).

Geometry as XYZ:
```
73
Properties=species:S:1:pos:R:3
C 1.356 -6.489 2.939
C 0.423 -5.701 1.990
O 1.194 -5.128 0.933
C 1.792 -3.893 1.280
C 1.224 -2.750 0.394
O 0.373 -1.944 1.260
C -0.028 -0.772 0.705
C -1.352 -0.677 0.351
B -2.273 -1.990 0.589
O -2.809 -2.085 1.842
N -2.510 -2.954 -0.471
C -3.954 -3.133 -0.740
C -1.907 -2.561 -1.763
N -1.866 0.481 -0.177
C -3.290 0.627 -0.521
C -4.251 0.675 0.672
C -5.458 -0.016 0.496
C -6.412 -0.091 1.503
C -6.132 0.535 2.708
C -4.964 1.247 2.927
C -4.017 1.308 1.901
C -2.723 2.068 2.200
C -1.068 1.516 -0.389
C 0.297 1.508 -0.094
C 1.154 2.624 -0.350
Br 0.514 4.215 -1.172
C 2.469 2.509 0.007
O 3.332 3.558 -0.233
B 4.035 3.303 -1.437
O 5.422 3.330 -1.437
O 3.355 3.012 -2.626
C 3.016 1.340 0.634
Cl 4.679 1.231 1.116
C 2.211 0.255 0.866
C 0.849 0.345 0.492
H 0.875 -7.360 3.402
H 1.694 -5.803 3.733
H 2.231 -6.857 2.385
H -0.282 -6.391 1.498
H -0.195 -4.968 2.534
H 2.894 -3.916 1.282
H 1.499 -3.668 2.323
H 2.010 -2.173 -0.108
H 0.552 -3.256 -0.318
H -3.560 -2.694 1.855
H -4.532 -3.399 0.158
H -4.096 -3.950 -1.463
H -4.425 -2.231 -1.174
H -2.121 -3.335 -2.517
H -0.818 -2.450 -1.693
H -2.316 -1.600 -2.131
H -3.633 -0.119 -1.251
H -3.380 1.597 -1.040
H -5.645 -0.512 -0.461
H -7.314 -0.666 1.301
H -6.863 0.457 3.517
H -4.758 1.727 3.882
H -2.753 2.390 3.253
H -1.832 1.429 2.107
H -2.601 2.991 1.610
H -1.496 2.424 -0.817
H 5.694 2.417 -1.616
H 3.217 2.053 -2.639
H 2.631 -0.637 1.324
C 5.724 6.128 -4.595
C 6.960 5.798 -3.777
O 6.685 5.886 -2.384
H 5.371 7.133 -4.360
H 5.934 6.070 -5.664
H 4.910 5.437 -4.360
H 7.763 6.500 -3.998
H 7.314 4.786 -4.005
H 5.982 5.258 -2.188
```

## Properties
orbital gap: 0.2596 Eh
max |F|: 2.03 eV/Å
energy: -127720.99373 eV
net charge: +1

***

Entry from the OMol25 dataset: a molecular structure, C25H35CaCl3FKLiN2O4 (the ωB97M-V functional and the def2-TZVPD basis).

Geometry as XYZ:
```
73
Properties=species:S:1:pos:R:3
C 2.064 -0.285 -0.571
C 1.263 -1.556 -0.693
C 0.235 -1.743 0.276
C -0.589 -2.889 0.297
C -0.456 -3.862 -0.650
C 0.595 -3.668 -1.638
C 1.494 -2.489 -1.651
C 2.561 -2.445 -2.685
O 3.046 -1.431 -3.125
C 3.020 -3.808 -3.228
C 2.231 -4.879 -3.242
C 0.819 -4.727 -2.743
O -0.131 -5.374 -3.174
H 1.442 0.604 -0.741
H 2.927 -0.222 -1.227
H 2.390 -0.212 0.475
H 0.158 -0.946 1.011
H -1.341 -3.011 1.068
H -1.072 -4.756 -0.698
H 4.043 -3.930 -3.580
H 2.556 -5.862 -3.596
K -1.138 -2.516 -3.156
N -5.452 -1.266 -1.216
C -6.216 -1.724 -2.260
C -7.181 -0.789 -2.515
C -6.992 0.278 -1.594
C -5.918 -0.043 -0.809
H -4.672 -1.752 -0.812
H -6.007 -2.673 -2.725
H -7.941 -0.861 -3.275
H -7.580 1.177 -1.519
H -5.447 0.488 0.001
C -1.281 2.044 3.522
C -1.089 0.566 3.215
O 0.021 0.432 2.357
H -1.429 2.604 2.593
H -2.137 2.219 4.178
H -0.370 2.435 4.007
H -1.964 0.157 2.711
H -0.922 -0.009 4.130
H 0.788 0.797 2.816
C -8.714 -3.057 0.527
Cl -9.219 -2.631 2.176
Cl -10.095 -3.438 -0.516
H -8.176 -2.215 0.100
H -8.068 -3.927 0.576
F 1.079 -2.304 2.175
C 2.518 5.737 3.831
C 3.333 5.407 2.582
C 2.629 4.415 1.655
C 2.442 3.130 2.317
N 2.265 2.142 2.870
H 2.353 4.836 4.455
H 3.042 6.469 4.445
H 1.540 6.166 3.561
H 4.302 5.014 2.888
H 3.523 6.328 2.030
H 3.223 4.275 0.749
H 1.659 4.811 1.335
C 4.867 1.580 -2.417
C 5.559 2.413 -1.317
C 6.976 1.838 -1.088
O 4.853 2.289 -0.170
H 4.782 0.528 -2.135
H 3.864 1.960 -2.623
H 5.433 1.623 -3.355
H 5.704 3.427 -1.742
H 6.942 0.795 -0.771
H 7.511 2.409 -0.329
H 7.562 1.887 -2.014
Li 2.412 -6.033 -1.180
Ca 0.168 5.044 4.391
Cl -10.596 -4.987 -2.541
```

## Properties
orbital gap: 0.0330 Eh
max |F|: 3.28 eV/Å
energy: -112897.94035 eV
net charge: +1

***

Question: Among the records above, which one has the lowest energy?
Answer: C25H35B2BrClN2O7

***

Question: Which formula does entry 2 have?
Answer: C25H35B2BrClN2O7

***

Question: Number 1 is which compound?
Answer: C25H34NSTi